(1)
Formula: C37H55F21NO14
Source: OMol25
Level of theory: the ωB97M-V functional and the def2-TZVPD basis

```
128
Properties=species:S:1:pos:R:3:mulliken_charge:R:1
C -2.07 -1.13 1.12 -3.93
C -0.75 -0.30 1.23 1.00
C -0.72 0.87 0.16 -0.91
N 0.63 1.58 -0.04 1.30
C 1.54 0.59 -0.75 -1.01
C 2.86 1.17 -1.26 1.40
C 2.63 2.40 -2.11 -1.87
C 1.74 3.54 -1.39 -1.45
C 0.44 2.70 -0.97 -0.42
C 1.12 2.00 1.28 -0.92
H -1.91 -2.01 0.53 0.20
H -2.75 -0.64 0.82 1.76
H -2.35 -1.61 1.86 1.04
H 0.20 -0.94 1.01 -0.39
H -0.55 -0.23 2.29 0.43
H -1.28 1.64 0.54 0.89
H -1.06 0.63 -0.81 -0.22
H 1.15 0.18 -1.62 0.17
H 1.74 -0.24 -0.13 0.30
H 3.27 0.44 -1.87 -0.02
H 3.56 1.50 -0.33 -0.46
H 2.29 2.18 -2.97 0.90
H 3.64 2.71 -2.25 0.66
H 1.57 4.49 -1.93 0.43
H 2.33 3.85 -0.62 0.49
H 0.16 2.27 -1.88 0.33
H -0.12 3.58 -0.43 0.30
H 2.01 2.50 1.05 0.54
H 1.44 1.21 2.01 0.06
H 0.36 2.54 1.82 0.36
C -3.45 5.73 -1.80 -1.66
C -2.72 4.36 -1.97 0.61
O -3.41 3.78 -2.99 -0.22
C -3.26 2.50 -3.30 -0.03
O -2.60 1.69 -2.58 0.00
C -4.32 1.97 -4.27 0.79
F -4.26 0.60 -4.16 -0.19
F -5.53 2.33 -3.92 -0.24
F -4.27 2.24 -5.56 -0.28
H -3.61 6.30 -2.57 0.55
H -2.72 6.38 -1.31 0.42
H -4.39 5.73 -1.16 0.27
H -2.79 3.74 -0.99 -0.08
H -1.62 4.49 -2.27 0.11
C -2.00 -0.24 -7.22 -1.09
C -1.10 -0.12 -6.05 -0.21
O -1.69 -0.98 -5.03 -0.12
C -1.00 -1.34 -3.91 0.16
O 0.05 -0.74 -3.58 -0.51
C -1.70 -2.47 -3.09 0.78
F -2.65 -3.08 -3.77 -0.25
F -0.79 -3.41 -2.72 -0.19
F -2.24 -1.89 -1.97 -0.17
H -3.11 0.04 -6.99 0.20
H -2.16 -1.17 -7.62 0.38
H -1.21 0.20 -7.98 0.31
H -0.91 0.80 -5.54 0.29
H -0.03 -0.63 -6.29 0.33
C -5.00 1.28 -0.56 -0.17
C -5.55 1.18 0.85 -1.03
O -5.96 -0.24 0.95 -0.25
C -7.11 -0.84 0.50 0.32
O -7.99 -0.18 -0.19 -0.58
C -7.21 -2.32 0.62 0.90
F -6.25 -2.68 1.46 -0.20
F -8.51 -2.61 0.96 -0.23
F -7.01 -2.86 -0.60 -0.23
H -4.30 0.34 -0.91 -0.01
H -4.30 2.11 -0.60 -0.08
H -5.73 1.36 -1.39 0.50
H -6.42 1.79 1.01 0.43
H -4.92 1.29 1.54 0.53
C -2.72 -0.14 5.33 -0.29
C -2.09 1.11 5.93 -0.52
O -0.75 0.83 6.06 -0.08
C 0.09 1.82 6.30 0.34
O -0.22 3.02 6.47 -0.55
C 1.63 1.44 6.52 0.79
F 1.90 0.87 7.67 -0.23
F 1.98 0.61 5.48 -0.16
F 2.33 2.59 6.41 -0.25
H -3.88 -0.02 5.05 0.30
H -2.77 -1.13 5.80 0.34
H -2.25 -0.22 4.40 -0.40
H -2.47 1.36 6.93 0.36
H -2.28 2.09 5.54 0.45
C 4.44 -2.88 2.67 -0.53
C 4.56 -3.88 1.48 -0.74
O 3.97 -3.28 0.40 0.16
C 4.15 -3.76 -0.87 0.02
O 4.59 -4.96 -1.13 -0.56
C 3.82 -2.74 -1.95 0.82
F 3.55 -3.28 -3.19 -0.28
F 2.57 -2.23 -1.54 -0.16
F 4.56 -1.68 -2.03 -0.03
H 5.26 -2.21 2.43 0.09
H 4.77 -3.31 3.56 0.47
H 3.36 -2.55 2.43 -0.18
H 4.01 -4.87 1.65 0.27
H 5.56 -3.86 1.28 0.72
C 0.23 -2.33 5.26 -0.61
C 0.87 -2.73 3.93 0.32
O -0.14 -3.56 3.29 -0.16
C 0.20 -4.00 2.16 0.32
O 1.33 -3.92 1.66 -0.51
C -0.95 -4.67 1.53 0.82
F -2.16 -4.63 2.06 -0.22
F -1.20 -4.25 0.22 -0.18
F -0.69 -6.05 1.12 -0.29
H -0.71 -1.86 5.03 -0.15
H 0.84 -1.40 5.62 0.16
H 0.10 -3.19 5.96 0.40
H 1.95 -3.39 4.29 0.17
H 1.32 -1.92 3.24 -0.13
C 5.85 -0.20 0.61 -0.31
C 6.40 0.83 -0.32 -1.28
O 6.36 0.41 -1.59 -0.13
C 6.21 1.24 -2.73 0.36
O 6.15 2.46 -2.65 -0.53
C 6.25 0.48 -4.08 0.86
F 7.38 0.87 -4.71 -0.24
F 6.23 -0.97 -3.89 -0.22
F 5.22 0.82 -4.81 -0.22
H 6.19 -1.22 0.30 0.27
H 4.81 -0.35 0.30 -0.05
H 5.83 0.02 1.71 0.40
H 7.22 1.24 0.24 0.52
H 5.84 1.57 -0.18 0.69
```

Results
Kohn-Sham gap: 10.24 eV
LUMO: -0.09049 hartree
Highest occupied orbital energy: -12.70 eV
Multiplicity: 1
Charge: +1



(2)
Formula: C37H55N8O8P2S5Se2Y
Source: OMol25
Level of theory: the ωB97M-V functional and the def2-TZVPD basis

```
118
Properties=species:S:1:pos:R:3:mulliken_charge:R:1
Y 0.60 -15.20 -16.19 -0.92
Se 1.18 -10.77 -22.10 -0.16
Se 2.36 -9.19 -20.87 -0.15
C 1.17 -9.55 -19.39 -0.10
C 1.58 -10.38 -18.37 0.14
C 0.70 -10.65 -17.34 -0.17
C -0.57 -10.11 -17.39 -0.29
C -0.87 -9.31 -18.46 -0.48
N -0.03 -9.04 -19.42 -0.58
C 1.82 -12.41 -21.28 -0.02
C 3.07 -12.51 -20.71 -0.50
C 3.33 -13.58 -19.95 -0.05
C 2.42 -14.65 -19.94 -0.64
C 1.18 -14.48 -20.61 -1.29
N 0.88 -13.33 -21.26 -0.53
H 2.58 -10.82 -18.30 0.46
H 1.00 -11.44 -16.61 0.26
H -1.29 -10.36 -16.63 0.54
H -1.89 -8.85 -18.58 0.32
H 3.85 -11.74 -20.78 0.42
H 4.26 -13.64 -19.40 0.12
H 2.66 -15.52 -19.34 0.76
H 0.46 -15.23 -20.52 1.54
S 5.36 -15.06 -17.61 -0.38
C 3.80 -15.20 -16.98 0.06
S 3.08 -16.69 -16.49 -0.47
S 2.88 -13.73 -16.73 -0.28
C -4.67 -13.63 -16.32 -1.16
N -3.51 -13.45 -15.53 0.41
C -3.66 -13.63 -14.09 -0.72
C -2.26 -13.56 -16.09 0.53
N -1.11 -13.36 -15.52 -0.08
N -2.34 -13.89 -17.45 -0.13
C -1.28 -13.52 -18.33 -0.62
N -1.71 -13.02 -19.50 0.05
N -0.07 -13.70 -17.99 1.79
H -4.95 -14.70 -16.36 0.29
H -4.50 -13.30 -17.34 0.27
H -5.53 -13.14 -15.85 0.40
H -4.24 -14.50 -13.89 0.34
H -4.17 -12.79 -13.61 0.38
H -2.75 -13.81 -13.49 -0.26
H -1.24 -13.10 -14.56 -0.40
H -2.74 -14.85 -17.74 0.45
H -2.68 -12.76 -19.61 0.22
H -1.08 -13.15 -20.27 0.35
H 0.59 -13.22 -18.57 -1.06
C 1.26 -10.47 -12.19 -0.90
C 1.27 -10.85 -10.70 0.37
C 1.74 -12.31 -10.52 -1.08
O 0.09 -10.58 -9.99 -0.31
P -1.34 -11.39 -9.89 0.70
S -1.06 -12.81 -8.58 -0.58
S -1.98 -11.71 -11.73 -0.44
O -2.24 -10.22 -9.28 -0.46
C -2.08 -8.80 -9.42 0.36
C -1.06 -8.25 -8.43 -1.11
C -1.84 -8.24 -10.86 -1.01
H 2.28 -10.36 -12.60 0.46
H 0.71 -9.51 -12.33 0.21
H 0.75 -11.18 -12.84 -0.08
H 1.98 -10.18 -10.19 0.13
H 1.00 -12.92 -11.05 -0.07
H 1.83 -12.46 -9.43 0.33
H 2.71 -12.44 -10.91 0.58
H -3.04 -8.39 -9.11 0.40
H -0.12 -8.74 -8.72 0.13
H -1.37 -8.53 -7.42 0.29
H -1.15 -7.17 -8.55 0.45
H -0.86 -8.54 -11.28 -0.04
H -1.84 -7.15 -10.76 0.48
H -2.61 -8.54 -11.56 0.28
O -2.98 -17.56 -15.24 -0.64
C -2.23 -16.98 -14.49 0.29
N -1.06 -16.38 -14.85 0.75
C -0.51 -15.86 -13.72 0.73
O 0.59 -15.29 -13.79 -0.82
C -1.37 -16.07 -12.56 0.21
C -1.33 -15.46 -11.29 -0.46
C -2.37 -15.78 -10.43 -0.67
C -3.38 -16.61 -10.87 -0.44
C -3.44 -17.16 -12.13 -0.87
C -2.44 -16.83 -12.99 -0.12
H -0.49 -14.83 -10.98 0.39
H -2.33 -15.33 -9.45 0.39
H -4.19 -16.83 -10.16 0.33
H -4.27 -17.76 -12.43 0.50
C 0.11 -19.81 -18.52 -1.32
C -0.95 -19.57 -17.46 1.86
C -0.32 -19.24 -16.11 -0.84
C -1.93 -20.77 -17.37 -1.68
O -1.92 -18.49 -17.77 -0.42
P -1.50 -17.09 -18.45 -0.40
O -2.73 -16.22 -18.59 -1.12
O -0.30 -16.53 -17.68 1.91
O -0.82 -17.46 -19.86 0.38
C -1.58 -17.88 -21.02 1.68
C -2.51 -16.79 -21.46 -1.46
C -2.36 -19.19 -20.85 -1.52
C -0.51 -18.15 -22.03 -1.73
H 0.93 -20.50 -18.12 0.42
H 0.67 -18.86 -18.66 0.19
H -0.28 -20.16 -19.49 0.23
H -0.16 -20.16 -15.55 0.58
H -0.94 -18.60 -15.52 -0.30
H 0.61 -18.69 -16.26 0.13
H -1.35 -21.64 -17.03 0.43
H -2.37 -20.91 -18.35 0.38
H -2.71 -20.44 -16.59 0.27
H -3.45 -16.78 -20.91 0.38
H -2.67 -16.94 -22.54 0.56
H -2.04 -15.80 -21.34 0.01
H -2.86 -19.29 -19.88 0.12
H -1.75 -20.08 -20.86 0.40
H -3.15 -19.19 -21.56 0.53
H 0.15 -17.32 -22.21 0.30
H -0.98 -18.42 -23.04 0.33
H 0.13 -18.98 -21.73 0.37
```

Results
Kohn-Sham gap: 6.08 eV
LUMO: 0.12423 hartree
Highest occupied orbital energy: -2.70 eV
Multiplicity: 1
Charge: -2
Relative energy (zero: lowest compared OMol25 entry of this formula, charge and spin): 125.8 kJ/mol



(3)
Formula: C37H56BBrIN6P2S2Ti
Source: OMol25
Level of theory: the ωB97M-V functional and the def2-TZVPD basis

```
107
Properties=species:S:1:pos:R:3:mulliken_charge:R:1
Ti -0.55 0.10 0.22 -1.15
C 2.42 3.83 3.00 -0.66
S 1.07 2.98 3.86 -0.06
C 0.28 1.99 2.64 0.34
S 0.62 2.17 0.94 -0.55
N -0.56 1.19 3.20 -1.49
N -1.32 0.39 2.31 1.55
C -2.28 -0.15 2.95 -0.98
C -3.36 -0.94 2.36 0.25
C -4.26 -1.57 3.21 -0.80
C -5.28 -2.32 2.64 -0.71
C -5.35 -2.40 1.26 -0.93
C -4.40 -1.72 0.50 -0.19
N -3.43 -1.00 1.03 0.40
H 2.22 4.90 3.00 0.37
H 3.34 3.62 3.52 0.33
H 2.50 3.48 1.97 0.12
H -2.32 0.03 4.02 0.30
H -4.15 -1.49 4.28 0.55
H -5.99 -2.84 3.27 0.46
H -6.13 -2.98 0.77 0.47
H -4.42 -1.78 -0.59 0.42
C 0.37 4.10 -3.72 -1.95
C -0.67 3.34 -2.88 2.04
C -0.78 4.08 -1.55 -1.68
C -2.04 3.41 -3.56 -1.76
P -0.17 1.54 -2.54 1.34
C 1.63 1.74 -2.29 -1.76
N 2.12 0.57 -1.61 0.38
B 1.49 -0.18 -0.56 2.11
N 2.40 -1.25 -0.27 0.35
C 2.27 -2.36 0.64 -1.48
P 1.04 -1.95 1.93 1.32
C 2.18 -1.31 3.30 1.80
C 2.91 -0.11 2.68 -1.49
C 1.34 -0.85 4.50 -1.57
C 3.26 -2.28 3.81 -1.78
C 0.25 -3.59 2.43 2.41
C 0.17 -4.58 1.26 -1.83
C 0.95 -4.34 3.57 -2.05
C -1.17 -3.24 2.88 -1.84
C 3.50 -1.16 -1.12 0.57
C 4.61 -1.98 -1.25 -0.60
C 5.57 -1.63 -2.19 -0.97
C 5.43 -0.50 -2.97 -0.90
C 4.31 0.33 -2.85 -0.73
C 3.35 -0.02 -1.92 0.31
C -0.27 0.54 -4.13 2.13
C -1.71 0.03 -4.30 -1.36
C 0.15 1.28 -5.40 -2.04
C 0.67 -0.67 -4.01 -1.67
H -0.04 5.09 -3.94 0.58
H 0.60 3.63 -4.67 0.31
H 1.30 4.24 -3.18 0.34
H -0.86 5.15 -1.75 0.62
H 0.10 3.94 -0.91 0.28
H -1.66 3.78 -0.98 0.18
H -2.34 4.46 -3.63 0.55
H -2.81 2.89 -2.98 0.19
H -2.04 3.00 -4.57 0.33
H 1.81 2.65 -1.70 0.42
H 2.14 1.87 -3.24 0.36
H 3.24 -2.55 1.10 0.29
H 1.98 -3.27 0.11 0.45
H 3.74 -0.43 2.05 0.27
H 3.32 0.51 3.49 0.70
H 2.27 0.53 2.07 -0.19
H 0.60 -0.09 4.23 0.21
H 2.01 -0.42 5.25 0.53
H 0.82 -1.68 4.98 0.25
H 3.75 -2.85 3.02 0.19
H 2.90 -2.97 4.56 0.41
H 4.04 -1.67 4.29 0.51
H 1.13 -5.05 1.07 0.43
H -0.19 -4.13 0.34 0.07
H -0.53 -5.37 1.54 0.52
H 1.99 -4.58 3.33 0.36
H 0.42 -5.28 3.72 0.57
H 0.93 -3.80 4.51 0.30
H -1.75 -2.82 2.05 0.07
H -1.17 -2.52 3.70 0.32
H -1.69 -4.14 3.23 0.68
H 4.72 -2.87 -0.64 0.52
H 6.45 -2.26 -2.30 0.42
H 6.20 -0.24 -3.69 0.43
H 4.22 1.21 -3.47 0.48
H -2.45 0.83 -4.26 0.23
H -1.96 -0.71 -3.54 -0.04
H -1.81 -0.45 -5.28 0.58
H -0.51 2.09 -5.67 0.36
H 0.13 0.55 -6.22 0.54
H 1.18 1.65 -5.34 0.31
H 0.59 -1.19 -3.05 -0.10
H 1.71 -0.39 -4.16 0.33
H 0.41 -1.39 -4.79 0.67
Br -6.70 3.18 -0.22 -0.11
C -4.97 2.48 -0.18 -0.45
C -4.07 2.90 0.78 -0.91
C -2.80 2.34 0.77 -0.73
N -2.40 1.44 -0.12 2.23
C -3.29 1.05 -1.05 -0.41
C -4.58 1.54 -1.12 -0.70
H -4.34 3.63 1.53 0.58
H -2.07 2.65 1.51 0.18
H -2.95 0.31 -1.76 -0.16
H -5.25 1.20 -1.89 0.58
I -1.28 -2.13 -1.12 -0.25
```

Results
Kohn-Sham gap: 6.51 eV
LUMO: -0.12795 hartree
Highest occupied orbital energy: -9.99 eV
Multiplicity: 1
Charge: +1
Relative energy (zero: lowest compared OMol25 entry of this formula, charge and spin): 15.1 kJ/mol



(4)
Formula: C37H56N4O5PdS2Si
Source: OMol25
Level of theory: the ωB97M-V functional and the def2-TZVPD basis

```
106
Properties=species:S:1:pos:R:3:mulliken_charge:R:1
Pd 0.02 1.05 -1.35 -0.87
S -4.41 1.77 -1.41 -0.34
C -3.87 2.75 -0.08 0.91
C -4.64 3.44 0.85 -0.57
C -3.99 4.22 1.79 -0.68
C -2.61 4.35 1.77 -0.88
C -1.84 3.67 0.85 -0.09
C -2.46 2.81 -0.06 -0.83
N -1.85 2.08 -1.03 0.23
C -2.74 1.48 -1.83 0.70
C -2.35 0.66 -2.91 0.94
C -3.21 0.30 -3.97 -0.65
C -2.79 -0.61 -4.92 -0.86
C -1.52 -1.16 -4.84 -0.89
C -0.62 -0.72 -3.87 0.13
C -1.03 0.18 -2.91 -0.45
H -5.71 3.36 0.84 0.43
H -4.57 4.77 2.52 0.40
H -2.13 5.00 2.50 0.44
H -0.77 3.78 0.79 0.62
H -4.19 0.75 -4.02 0.44
H -3.46 -0.89 -5.72 0.40
H -1.22 -1.92 -5.54 0.49
H 0.39 -1.12 -3.86 0.49
C 1.36 2.24 -4.32 -0.62
N 2.38 1.22 -4.42 0.11
C 2.39 0.57 -5.72 -1.22
C 2.64 0.46 -3.31 0.61
N 1.89 0.50 -2.27 0.48
N 3.78 -0.32 -3.38 0.15
C 4.05 -1.23 -2.28 -1.21
C 4.98 0.20 -4.01 -1.20
H 1.52 2.97 -5.11 0.35
H 1.46 2.75 -3.35 0.00
H 0.35 1.83 -4.40 0.17
H 1.36 0.35 -6.03 0.33
H 2.94 -0.36 -5.67 0.43
H 2.84 1.22 -6.47 0.31
H 2.27 0.01 -1.46 -0.86
H 4.32 -0.70 -1.36 0.33
H 4.87 -1.88 -2.57 0.43
H 3.17 -1.84 -2.09 0.35
H 4.73 1.09 -4.60 0.42
H 5.42 -0.55 -4.66 0.31
H 5.71 0.48 -3.25 0.37
C -1.04 0.96 2.65 -1.07
C -2.05 -0.14 2.93 1.66
C -1.75 -0.78 4.29 -2.02
C -3.48 0.41 2.91 -1.72
O -1.97 -1.13 1.93 -0.31
Si -0.69 -1.65 1.05 -2.87
O -0.25 -0.76 -0.18 3.59
O 0.55 -1.81 2.12 0.73
C 1.65 -2.69 2.08 1.90
C 1.25 -4.01 2.74 -1.92
C 2.79 -2.01 2.87 -1.58
C 2.11 -2.93 0.64 -1.09
O -1.09 -3.17 0.58 -0.44
C -2.33 -3.68 0.17 1.91
C -3.02 -2.74 -0.82 -1.23
C -3.24 -3.88 1.39 -1.55
C -2.05 -5.03 -0.51 -1.97
H -1.22 1.83 3.28 0.92
H -1.12 1.25 1.60 -0.41
H -0.04 0.57 2.82 0.18
H -1.73 -0.02 5.07 0.42
H -0.78 -1.27 4.24 0.15
H -2.50 -1.53 4.54 0.43
H -3.59 1.25 3.60 0.41
H -4.17 -0.38 3.20 0.44
H -3.73 0.74 1.91 0.22
H 0.97 -3.85 3.78 0.38
H 2.07 -4.73 2.69 0.49
H 0.39 -4.41 2.21 0.08
H 2.42 -1.68 3.83 0.34
H 3.13 -1.14 2.31 0.10
H 3.61 -2.70 3.01 0.45
H 1.31 -3.42 0.09 0.15
H 3.00 -3.55 0.62 0.66
H 2.30 -1.97 0.18 -0.15
H -3.26 -1.81 -0.32 0.07
H -3.93 -3.19 -1.20 0.58
H -2.35 -2.51 -1.65 0.14
H -3.32 -2.93 1.91 0.04
H -2.81 -4.61 2.07 0.33
H -4.23 -4.21 1.09 0.48
H -1.39 -4.89 -1.36 0.38
H -2.97 -5.50 -0.85 0.42
H -1.56 -5.70 0.19 0.36
C 1.89 3.49 -0.15 -1.12
S 1.50 1.81 0.55 2.35
O 2.67 1.01 0.19 -0.83
C 1.91 2.31 2.26 -0.08
C 3.01 1.69 2.83 -0.59
C 3.35 1.94 4.14 -0.81
C 2.59 2.82 4.89 -0.55
C 1.48 3.44 4.33 -0.75
C 1.14 3.19 3.01 -0.18
H 2.97 3.62 -0.14 0.42
H 1.42 4.26 0.45 0.51
H 1.52 3.52 -1.17 0.04
H 3.58 1.02 2.21 0.52
H 4.20 1.45 4.58 0.43
H 2.84 3.02 5.92 0.39
H 0.88 4.12 4.91 0.47
H 0.27 3.66 2.59 0.15
```

Results
Kohn-Sham gap: 6.91 eV
LUMO: -0.01215 hartree
Highest occupied orbital energy: -7.24 eV
Multiplicity: 1



Molecular weight for the records above, in order: 1136.8, 1209.0, 976.5, 835.5 u